Record 1
The following is a DFT calculation (the ωB97M-V functional and the def2-TZVPD basis) of 2 unconnected molecules or ions with the total composition C34H58BrClFNO8P at a distorted geometry.

The HOMO-LUMO gap is 8.0 eV. The max |F| is 0.1225 Eh/bohr. Its net charge is +1.

The geometry in XYZ format:
```
105
Properties=species:S:1:pos:R:3:forces:R:3
C 2.451 4.514 1.842 -0.38 1.49 0.71
O 3.333 3.748 0.982 -1.12 -1.16 1.57
C 3.355 2.331 1.376 0.12 0.43 -1.13
C 2.519 1.567 0.191 0.79 -0.10 0.55
C 1.899 0.187 0.726 0.52 0.68 2.31
N 1.746 -0.885 -0.343 2.06 2.10 -0.28
C 0.622 -0.683 -1.372 -3.18 0.26 -0.30
C -0.505 0.399 -0.980 -0.55 0.06 1.24
C -1.634 0.688 -2.088 -0.40 0.78 0.22
C -1.468 2.139 -2.830 -1.19 -0.64 0.07
O -2.827 2.689 -2.958 1.14 -0.24 0.49
C 1.167 -0.256 -2.818 0.68 -0.10 -0.35
C 0.480 -0.956 -4.081 -3.32 3.40 -3.23
O -0.234 -0.240 -4.848 3.52 -3.44 3.66
Cl 0.666 -2.704 -4.583 0.29 1.62 1.01
C -0.151 -2.085 -1.151 1.42 -1.61 0.50
O -1.248 -2.485 -1.966 1.26 0.75 0.99
C -2.540 -2.384 -1.308 -2.03 0.98 -0.08
C -3.163 -3.765 -0.778 0.76 -0.82 -0.72
C -4.467 -4.175 -1.682 -0.03 -0.59 1.53
C -3.421 -3.854 0.799 -0.95 -0.22 0.39
C -4.152 -2.594 1.477 -0.05 0.07 1.08
C -3.061 -1.581 2.160 0.35 0.20 -0.88
C -5.236 -1.840 0.564 0.20 0.40 0.32
C 1.189 -3.042 -1.130 0.37 0.98 0.53
P 0.774 -4.861 -1.304 0.14 -1.84 -1.01
O 2.218 -5.851 -1.371 -0.96 2.38 0.12
Br -0.247 -5.696 0.593 0.93 0.61 -0.54
C 2.063 -2.349 0.043 -0.82 -2.34 -1.81
C 1.607 -2.824 1.528 0.07 0.38 -0.26
C 2.420 -4.063 2.120 1.45 -0.67 5.78
O 2.676 -4.064 3.358 -1.35 0.06 -6.15
F 2.856 -5.216 1.414 -1.30 2.92 0.52
C 3.570 -2.705 -0.439 1.11 -0.54 1.47
C 4.744 -2.314 0.556 3.80 -0.06 2.98
C 5.537 -3.497 1.256 0.74 2.38 0.54
C 6.712 -3.299 2.248 -1.37 3.06 -1.21
C 7.205 -1.872 2.628 -3.70 -0.79 -3.24
C 6.468 -0.665 1.915 -0.12 -2.54 0.06
C 7.009 0.801 2.327 -0.39 -0.98 0.69
C 5.272 -0.892 0.902 1.52 -2.65 1.55
H 1.936 5.381 1.269 1.07 -1.60 0.66
H 3.066 5.004 2.687 -0.92 -0.81 -1.22
H 1.613 3.908 2.333 1.17 0.54 -0.82
H 2.888 2.155 2.411 0.75 0.27 -1.49
H 4.475 2.043 1.359 -2.00 0.17 0.16
H 1.768 2.338 -0.183 0.92 -1.28 0.40
H 3.310 1.360 -0.633 -1.47 0.28 1.07
H 2.677 -0.239 1.477 -1.21 0.58 -1.40
H 0.937 0.318 1.361 1.45 -0.21 -1.46
H 2.615 -0.675 -0.890 -0.90 -0.19 0.32
H -1.059 -0.029 -0.051 1.03 0.76 -1.44
H -0.113 1.423 -0.651 -0.20 -1.50 -0.57
H -2.631 0.794 -1.499 1.72 -0.23 -0.92
H -1.819 -0.152 -2.838 0.50 1.22 1.06
H -1.097 2.030 -3.915 -0.45 0.20 1.85
H -0.818 2.865 -2.221 -0.71 -1.13 -0.84
H -3.236 2.794 -2.070 0.57 -0.06 -0.74
H 2.306 -0.370 -2.973 -1.62 -0.13 0.47
H 0.970 0.883 -2.923 0.18 -2.07 -0.09
H -0.512 -2.112 -0.065 0.54 0.39 -1.30
H -2.532 -1.537 -0.512 0.17 -1.63 -1.15
H -3.275 -1.992 -2.119 1.43 -0.62 1.22
H -2.382 -4.588 -1.032 -1.17 1.45 0.49
H -5.041 -3.261 -2.059 0.89 -1.41 0.33
H -5.165 -4.765 -0.964 0.98 1.01 -1.36
H -4.173 -4.923 -2.499 -0.43 1.47 0.96
H -4.118 -4.769 0.969 1.23 1.43 -0.37
H -2.482 -4.074 1.433 -1.27 0.38 -1.29
H -4.742 -3.018 2.384 0.92 0.64 -1.60
H -3.276 -0.472 1.894 0.20 -1.77 0.61
H -1.996 -1.795 1.741 -1.66 0.26 0.64
H -2.983 -1.708 3.293 -0.27 0.23 -1.60
H -5.839 -1.122 1.245 0.84 -1.31 -1.17
H -5.938 -2.600 0.056 1.06 1.33 0.86
H -4.752 -1.158 -0.237 -0.71 -1.26 1.16
H 1.820 -2.830 -2.086 -1.30 -0.59 1.28
H 2.863 -5.424 -1.987 -0.64 -0.55 0.50
H 0.474 -3.074 1.577 1.98 0.15 -0.39
H 1.730 -1.990 2.324 0.19 -1.57 -1.41
H 3.592 -3.863 -0.523 -0.07 1.97 0.27
H 3.831 -2.332 -1.493 -0.78 -0.15 1.40
H 5.237 -4.589 1.023 0.48 2.08 0.40
H 7.233 -4.201 2.725 -1.04 1.46 -0.93
H 8.056 -1.723 3.386 -1.55 -0.13 -1.43
H 7.704 1.272 1.552 -1.28 -0.62 0.92
H 6.111 1.462 2.615 1.50 -0.78 -0.70
H 7.630 0.686 3.300 -1.04 0.11 -1.69
H 4.799 0.023 0.419 0.83 -1.30 0.71
C -5.790 5.367 -0.002 -0.01 -0.11 0.06
O -4.468 5.049 -0.418 -0.09 0.19 -0.06
C -3.979 5.952 -1.411 0.47 -0.22 0.22
C -2.999 6.956 -0.812 -0.52 0.35 -0.24
O -3.659 7.859 0.073 0.19 -0.43 0.16
C -3.428 7.543 1.438 -0.11 0.21 -0.06
H -6.031 4.756 0.869 0.10 -0.02 -0.09
H -5.883 6.421 0.275 0.01 -0.04 -0.06
H -6.499 5.131 -0.802 -0.07 0.09 0.03
H -4.805 6.465 -1.916 0.07 0.03 0.11
H -3.452 5.349 -2.157 0.00 0.06 -0.06
H -2.575 7.558 -1.622 0.02 -0.06 -0.01
H -2.174 6.442 -0.305 -0.10 -0.04 0.01
H -2.393 7.778 1.706 0.02 -0.08 0.08
H -3.637 6.491 1.650 0.04 -0.01 -0.02
H -4.094 8.159 2.048 0.07 -0.01 -0.15
```
Positions in Å, forces in eV/Å.

Results of the Mulliken charge analysis, in e, for atoms 1 through 6:
1. C -0.643
2. O -0.408
3. C -0.564
4. C -0.298
5. C -1.165
6. N 1.186

Record 2
The following is a DFT calculation (the ωB97M-V functional and the def2-TZVPD basis) of a molecular structure, C34H58ClGaN13O2 at a distorted geometry.

The HOMO-LUMO gap is 6.2 eV. The max |F| is 0.0208 Eh/bohr. Its net charge is -1.

The geometry in XYZ format:
```
109
Properties=species:S:1:pos:R:3:forces:R:3
C 5.037 -3.904 0.818 0.39 -0.79 -0.04
C 5.858 -4.141 -0.456 -0.41 0.84 0.41
C 5.444 -3.285 -1.657 0.07 -0.80 -0.50
O 4.087 -3.325 -1.950 -0.18 0.52 0.51
Ga 3.035 -1.956 -1.193 -0.30 -0.11 -0.30
C 4.086 -0.560 -0.134 -0.52 0.04 -0.20
C 3.282 0.689 0.281 0.88 -0.42 0.43
C 3.674 1.117 1.696 -0.07 -0.10 -0.68
Cl 3.722 2.090 -0.802 -0.24 0.05 -0.12
O 1.691 -2.851 -0.171 0.58 0.58 -0.37
C 0.701 -1.971 0.276 -0.34 -0.94 0.19
C 0.799 -1.752 1.781 0.14 -0.23 -0.03
H 5.233 -4.742 1.486 -0.01 -0.10 0.22
H 5.371 -3.031 1.359 -0.11 0.47 0.01
H 3.967 -3.897 0.645 -0.19 0.24 -0.14
H 5.808 -5.196 -0.702 0.00 -0.25 -0.25
H 6.883 -3.869 -0.221 0.38 -0.26 -0.05
H 5.972 -3.710 -2.523 0.22 0.05 -0.11
H 5.848 -2.272 -1.551 -0.07 0.25 0.23
H 2.249 -1.204 -2.392 -0.06 -0.06 0.08
H 4.887 -0.207 -0.776 0.24 -0.08 -0.15
H 4.570 -0.947 0.759 0.02 -0.23 0.14
H 2.213 0.568 0.187 -0.27 0.14 -0.16
H 3.329 0.395 2.427 -0.33 -0.09 0.16
H 3.313 2.120 1.893 -0.06 0.10 0.35
H 4.756 1.077 1.724 0.33 0.34 0.15
H -0.269 -2.462 0.106 -0.23 0.13 -0.07
H 0.668 -1.032 -0.291 0.04 0.22 0.04
H -0.163 -1.514 2.228 0.08 0.39 -0.02
H 1.106 -2.703 2.207 0.07 -0.25 0.07
H 1.575 -1.041 2.050 0.00 0.29 0.06
C -3.237 0.291 3.867 -0.03 -0.25 -0.36
C -2.820 -0.654 2.831 -0.30 0.64 0.66
N -2.494 -1.368 2.001 -0.03 -0.56 -0.61
H -4.314 0.215 4.035 0.31 -0.08 0.02
H -2.712 0.081 4.796 -0.03 0.02 0.02
H -3.011 1.304 3.550 0.20 -0.18 0.01
C -5.433 3.567 2.829 -0.07 -0.38 0.09
C -4.224 3.444 3.638 -0.81 0.27 -0.44
N -3.288 3.350 4.285 0.60 0.24 0.48
H -5.649 4.615 2.663 -0.05 0.05 -0.02
H -5.287 3.076 1.871 0.10 0.07 -0.04
H -6.270 3.110 3.354 0.05 0.00 0.11
C -5.179 4.410 7.841 -0.08 -0.03 -0.10
C -5.869 4.449 6.554 0.49 -0.04 0.77
N -6.387 4.479 5.539 -0.54 0.09 -0.57
H -5.886 4.611 8.644 0.00 0.00 0.02
H -4.737 3.427 7.988 0.02 -0.01 -0.02
H -4.393 5.161 7.858 0.02 0.00 -0.01
C -0.487 -1.281 -3.824 -0.03 0.03 0.18
C -0.287 0.129 -3.489 -0.04 -1.00 -0.21
N -0.157 1.236 -3.242 -0.10 0.85 0.11
H -1.514 -1.431 -4.160 0.00 0.00 -0.06
H 0.193 -1.572 -4.619 0.03 0.02 0.00
H -0.297 -1.902 -2.950 0.14 0.09 0.05
C -8.470 0.856 5.802 0.18 -0.11 0.26
C -7.104 0.410 5.538 -0.89 0.27 0.09
N -6.046 0.059 5.297 0.52 -0.23 0.03
H -9.143 0.421 5.070 -0.04 0.04 -0.04
H -8.776 0.547 6.800 0.05 -0.03 0.01
H -8.522 1.938 5.726 -0.04 0.03 -0.05
C -8.427 2.743 1.138 -0.07 -0.02 0.15
C -9.065 2.564 2.442 0.41 0.12 -0.84
N -9.562 2.423 3.460 -0.40 -0.02 0.55
H -8.012 3.746 1.067 0.02 0.00 -0.03
H -7.627 2.015 1.017 0.00 0.00 -0.03
H -9.161 2.602 0.348 0.01 0.00 -0.02
C -2.598 7.061 1.713 -0.07 -0.10 -0.03
C -3.370 5.933 1.196 0.56 0.67 0.29
N -3.957 5.042 0.793 -0.37 -0.49 -0.42
H -1.943 7.445 0.934 0.01 0.00 -0.01
H -3.273 7.851 2.037 0.00 0.01 0.01
H -1.996 6.733 2.558 0.01 -0.02 0.00
C 9.876 -5.874 0.872 -0.40 0.22 0.13
C 8.998 -4.917 1.549 0.53 -0.65 -0.45
N 8.314 -4.171 2.076 -0.40 0.57 0.49
H 9.351 -6.323 0.032 0.01 -0.01 -0.02
H 10.759 -5.364 0.506 0.04 0.01 -0.04
H 10.176 -6.654 1.564 0.05 -0.03 -0.01
C -1.529 1.610 -7.093 -0.12 -0.34 0.22
C -0.762 0.367 -7.029 -0.46 0.80 -0.01
N -0.161 -0.601 -6.980 0.39 -0.69 -0.06
H -2.577 1.404 -6.879 0.01 -0.03 0.03
H -1.145 2.317 -6.362 0.05 0.03 -0.01
H -1.445 2.042 -8.081 0.01 0.05 -0.07
C 14.409 -5.510 0.878 -0.11 -0.10 -0.03
C 13.351 -6.493 0.647 0.71 0.59 0.14
N 12.519 -7.252 0.468 -0.41 -0.62 -0.15
H 15.223 -5.675 0.175 0.01 0.01 -0.01
H 14.014 -4.506 0.739 0.00 0.01 0.00
H 14.787 -5.609 1.893 0.01 0.01 0.01
C -2.632 -4.119 -1.779 -0.14 0.02 -0.20
C -3.408 -3.989 -3.017 0.59 -0.06 0.87
N -4.004 -3.878 -3.984 -0.46 0.08 -0.68
H -3.289 -4.009 -0.919 0.02 0.03 0.03
H -2.156 -5.096 -1.745 0.04 0.00 0.01
H -1.864 -3.350 -1.739 0.02 -0.01 0.05
C -3.643 1.345 -2.435 -0.17 0.07 -0.07
C -4.890 2.005 -2.826 0.83 -0.45 0.27
N -5.863 2.520 -3.131 -0.74 0.37 -0.20
H -2.918 1.408 -3.243 0.07 0.02 0.04
H -3.230 1.828 -1.553 0.05 0.01 -0.01
H -3.837 0.297 -2.211 0.01 -0.02 0.01
C -0.069 4.554 -10.862 0.01 -0.03 0.15
C -0.042 4.215 -9.440 0.01 0.22 -0.89
N -0.021 3.946 -8.332 0.10 0.00 0.67
H -0.659 3.818 -11.405 0.00 0.00 -0.02
H -0.513 5.538 -10.997 0.00 0.01 -0.01
H 0.944 4.561 -11.257 0.01 0.00 -0.01
```
Positions in Å, forces in eV/Å.

Results of the Mulliken charge analysis, in e, for atoms 1 through 6:
1. C -1.285
2. C 0.069
3. C -0.636
4. O -0.459
5. Ga 0.134
6. C -0.993

no.,DFT total energy (Eh)
1,-5461.7304
2,-4577.5436